The molecule C20H30N4O4. Source: the Open Molecules 2025 dataset; level of theory: ωB97M-V with the def2-TZVPD basis set.

highest occupied orbital energy = -0.282 Eh
energy above the lowest of the compared OMol25 structures with the same formula, charge and spin = 275.74 kJ/mol
DFT total energy = -35376.5220 eV
Kohn-Sham gap = 8.31 eV
2S+1 = 1

```
58
C20H30N4O4 | the Open Molecules 2025 dataset | ωB97M-V with the def2-TZVPD basis set
O -0.0307 1.3757 -0.3580
O 2.7607 -3.1960 -1.0155
O 0.4255 -2.0155 3.5609
O -0.1276 6.4367 2.6304
N -1.0202 3.4000 -1.9553
N 1.1833 -3.0984 0.5763
N -0.5482 -4.2904 -1.2247
N -0.9387 1.5682 1.7125
C -0.0045 -5.6383 -1.1530
C -1.8181 -4.2904 -1.9262
C 1.0437 -3.5601 -3.1619
C 0.4535 -3.3670 -1.7410
C 1.9990 -2.5221 1.6437
C 0.6715 -0.3667 1.8752
C 0.7189 -1.8446 2.1931
C -0.0911 -2.6928 1.1740
C -0.1505 7.8470 2.5629
C 0.0319 -1.9259 -2.1624
C -0.8340 5.5525 -0.8782
C 1.0325 -2.0277 -3.3341
C -0.6801 0.2324 2.2472
C -0.3147 4.3730 1.5465
C -0.3633 5.7557 1.4678
C -0.4556 2.0801 0.5536
C -0.7740 4.1620 -0.8222
C 1.5795 -3.2285 -0.7124
C -0.5270 3.5706 0.4312
C -0.6341 6.3461 0.2408
H -0.7131 -6.2913 -0.6423
H 0.6986 -1.6356 -4.2929
H -0.9028 3.8927 -2.8249
H -0.9947 -1.8980 -2.5225
H 0.1696 -1.1225 -1.4379
H -1.4706 -0.4450 1.9062
H -1.1318 8.2169 2.2521
H -0.6318 -3.5320 1.6184
H 2.0041 -4.0652 -3.2236
H 0.6113 8.2265 1.8758
H -2.4662 -5.0356 -1.4640
H -1.0411 6.0279 -1.8299
H -0.7698 0.2938 3.3298
H -0.6825 7.4204 0.1352
H -1.7325 -4.5424 -2.9947
H 0.2003 -6.0654 -2.1467
H -0.7624 -2.1465 0.5126
H 2.4226 -3.2742 2.3152
H 1.4728 0.1449 2.4168
H 0.8630 -0.2419 0.8121
H 1.9981 -1.5956 -3.0812
H 2.7923 -1.8640 1.2878
H -1.3140 2.2387 2.3597
H -0.0672 3.9322 2.5045
H 0.3185 -4.0462 -3.8162
H 0.0638 8.2033 3.5667
H 0.9277 -5.6389 -0.5867
H 0.4523 -2.9542 3.7732
H -2.3143 -3.3258 -1.8369
H -0.5877 2.4877 -1.9369
```


A cluster of 2 separate species, C3H5NO3 in total at a distorted geometry. Source: the Open Molecules 2025 dataset; level of theory: ωB97M-V with the def2-TZVPD basis set.

highest occupied orbital energy = -0.301 Eh
energy above the lowest of the compared OMol25 structures with the same formula, charge and spin = 389.92 kJ/mol
DFT total energy = -10821.6466 eV
Kohn-Sham gap = 8.63 eV
2S+1 = 1

```
12
C3H5NO3 | the Open Molecules 2025 dataset | ωB97M-V with the def2-TZVPD basis set
O 3.8291 0.8286 0.0366
O -2.2985 0.6758 -0.6737
O 2.5901 -1.0284 -0.4837
N -0.4970 -1.0316 0.2028
C -1.1031 1.1891 0.0682
C 3.1860 -0.0890 -0.1563
C -0.2108 0.4418 0.6989
H -0.5965 -1.8132 0.8642
H 0.3886 -1.3615 -0.1599
H -1.0847 2.2208 0.0859
H -2.9641 0.9755 -0.0850
H -1.2390 -1.0079 -0.3981
```


The molecule C7H10O at a distorted geometry. Source: the Open Molecules 2025 dataset; level of theory: ωB97M-V with the def2-TZVPD basis set.

highest occupied orbital energy = -0.342 Eh
energy above the lowest of the compared OMol25 structures with the same formula, charge and spin = 326.79 kJ/mol
DFT total energy = -9465.1736 eV
Kohn-Sham gap = 10.36 eV
2S+1 = 1

```
18
C7H10O | the Open Molecules 2025 dataset | ωB97M-V with the def2-TZVPD basis set
O 0.0169 -0.1998 -1.7241
C 1.2276 -0.3795 0.3779
C -0.0527 1.6397 0.2512
C 0.8827 -1.1250 -0.9561
C 1.1377 1.1371 0.2549
C -0.1617 -0.6115 1.0915
C -1.1040 0.4590 0.4414
C -1.2875 0.0115 -0.9154
H 1.9936 1.8099 0.2918
H -0.0939 -0.4911 2.1541
H -1.9920 -0.8748 -0.9352
H 0.2937 -2.0475 -0.8738
H -1.8641 1.0574 1.0358
H 1.7639 -1.1054 -1.5552
H -0.4059 2.6032 0.3312
H -0.5888 -1.6475 1.0753
H -1.8802 0.7027 -1.3383
H 2.1148 -0.9384 0.9930
```


A cluster of 2 separate species, C4H10N in total at a distorted geometry. Source: the Open Molecules 2025 dataset; level of theory: ωB97M-V with the def2-TZVPD basis set.

charge = +1
highest occupied orbital energy = -0.435 Eh
energy above the lowest of the compared OMol25 structures with the same formula, charge and spin = 299.46 kJ/mol
DFT total energy = -5790.7542 eV
Kohn-Sham gap = 5.29 eV
2S+1 = 1

```
15
C4H10N | the Open Molecules 2025 dataset | ωB97M-V with the def2-TZVPD basis set
N 2.0728 3.2813 1.2872
C -1.1693 -2.2523 -1.0506
C -2.4291 -1.6769 -1.6469
C 2.3905 2.2159 1.9300
C -0.3389 -1.7590 -0.1398
H -0.7810 -3.1010 -1.6199
H 2.4968 2.4026 2.9948
H -2.5317 -2.0775 -2.6527
H -3.3435 -1.8944 -1.1004
H 1.4830 4.0397 1.6206
H -0.3636 -0.6991 0.1301
H 1.8396 3.1443 0.3014
H 2.4498 1.2578 1.4309
H -2.2799 -0.5962 -1.7740
H 0.5046 -2.2854 0.2890
```


A structure of composition C4HLiO2Ru at a distorted geometry. Source: the Open Molecules 2025 dataset; level of theory: ωB97M-V with the def2-TZVPD basis set.

highest occupied orbital energy (spin up / spin down) = -0.203 / -0.298 Eh
DFT total energy = -11037.1253 eV
Kohn-Sham gap (spin up / spin down) = 4.15 / 6.48 eV
2S+1 = 7

```
9
C4HLiO2Ru | the Open Molecules 2025 dataset | ωB97M-V with the def2-TZVPD basis set
Ru 0.3729 1.8447 -0.5575
O 3.4217 0.0924 0.1749
O -1.4850 1.3958 -0.2236
C 2.2031 0.0198 -0.0201
C 0.9542 -0.1017 0.2899
C -1.5660 0.1191 0.1535
C -0.3231 -0.7641 0.3144
Li -1.0032 -2.4011 -0.6143
H -2.5746 -0.2049 0.4828
```


The molecule C5H8O at a distorted geometry. Source: the Open Molecules 2025 dataset; level of theory: ωB97M-V with the def2-TZVPD basis set.

highest occupied orbital energy = -0.300 Eh
energy above the lowest of the compared OMol25 structures with the same formula, charge and spin = 374.00 kJ/mol
DFT total energy = -7358.3790 eV
Kohn-Sham gap = 9.06 eV
2S+1 = 1

```
14
C5H8O | the Open Molecules 2025 dataset | ωB97M-V with the def2-TZVPD basis set
O -0.8270 1.6136 -0.5136
C 1.5208 0.0941 -0.4294
C -0.7466 0.5991 0.4627
C -1.2212 -0.6836 -0.1752
C 0.2254 -1.0921 -0.6009
C 0.6473 0.0516 0.6866
H 2.5715 -0.1753 -0.1856
H 1.4498 0.8275 -1.2151
H 0.9891 -0.2467 1.6731
H -2.0511 -0.5401 -0.8782
H -1.5787 -1.3589 0.6266
H -1.2523 0.8688 1.3891
H 0.4357 -2.1385 -0.3881
H -0.1769 2.2906 -0.3024
```


A structure of composition C24H22Cl2F6N3O2S2SbTeV at a distorted geometry. Source: the Open Molecules 2025 dataset; level of theory: ωB97M-V with the def2-TZVPD basis set.

charge = -1
highest occupied orbital energy (spin up / spin down) = -0.134 / -0.136 Eh
DFT total energy = -136348.9808 eV
Kohn-Sham gap (spin up / spin down) = 4.52 / 4.66 eV
2S+1 = 3

```
64
C24H22Cl2F6N3O2S2SbTeV | the Open Molecules 2025 dataset | ωB97M-V with the def2-TZVPD basis set
Te -2.6275 -0.7929 0.1072
Sb -0.8126 3.0048 2.3849
V 0.0000 0.0000 0.0000
Cl 0.2800 -1.5809 -4.8315
Cl -1.2680 3.4090 -5.8682
S -5.1814 -2.9279 0.6491
S 0.6919 -2.3017 -0.0644
F -0.3971 1.4744 1.1713
F -2.6032 2.2101 2.7723
F 0.9781 3.7991 1.9975
F -1.2292 4.5352 3.5981
F -1.5922 4.0117 0.8467
F -0.0330 1.9976 3.9231
O 2.8594 -0.6020 -3.9913
O 0.1084 -0.6096 -1.8520
N 2.1658 -1.7160 -2.1363
N -0.5286 1.6057 -1.0819
N 3.3435 -1.7345 -0.1088
C -1.2308 3.8990 -1.3304
C -0.1774 0.2117 -2.7831
C -6.9650 -1.3047 -0.0045
C -0.8689 2.8028 -0.5682
C 7.0820 -3.0152 -2.9060
C -0.8619 2.2251 -4.6704
C -0.5441 1.4785 -2.4005
C 4.6028 -2.9597 1.6308
C -6.8204 -2.6129 0.4385
C -0.8932 2.5146 -3.2949
C 3.5959 -1.8534 1.3253
C 5.5744 -1.2155 -3.4779
C 3.1322 -1.3796 -3.0798
C -4.6499 -1.4053 0.1789
C -0.1620 -0.0277 -4.1765
C -0.4979 0.9591 -5.1104
C 2.1572 -1.9049 -0.7646
C 4.7119 -3.2500 -2.4874
C 4.0358 -4.3523 1.3982
C 6.8666 -1.7418 -3.4322
C 6.0069 -3.7699 -2.4364
C 4.4946 -1.9610 -2.9882
C -5.7488 -0.6271 -0.1502
C -1.2434 3.7536 -2.7135
H -0.4716 0.7290 -6.1699
H 7.7030 -1.1627 -3.8169
H -1.5240 4.6001 -3.3317
H 2.6734 -2.0072 1.8907
H 3.7643 -4.5051 0.3498
H 0.2308 -0.5418 1.6506
H 5.5045 -2.8290 1.0209
H -1.4947 4.8371 -0.8597
H 4.1050 -1.3213 -0.6283
H 5.4111 -0.2275 -3.9047
H 1.2351 -1.5105 -2.4805
H 6.1759 -4.7688 -2.0411
H 3.8822 -3.8611 -2.1411
H 4.9080 -2.8789 2.6806
H 4.0139 -0.8904 1.6391
H -7.9249 -0.8530 -0.2163
H -0.8393 2.8510 0.5152
H 4.7784 -5.1106 1.6660
H 8.0884 -3.4264 -2.8755
H 3.1450 -4.5201 2.0120
H -5.6748 0.3988 -0.4853
H -7.6277 -3.3102 0.6172
```


A cluster of 7 separate species, C10H34N2O8 in total at a distorted geometry. Source: the Open Molecules 2025 dataset; level of theory: ωB97M-V with the def2-TZVPD basis set.

charge = +1
highest occupied orbital energy (spin up / spin down) = -0.484 / -0.484 Eh
energy above the lowest of the compared OMol25 structures with the same formula, charge and spin = 42.80 kJ/mol
DFT total energy = -30268.7667 eV
Kohn-Sham gap (spin up / spin down) = 9.36 / 5.42 eV
2S+1 = 2

```
54
C10H34N2O8 | the Open Molecules 2025 dataset | ωB97M-V with the def2-TZVPD basis set
O -1.7959 -0.0012 -1.2798
O 2.5863 1.8879 -0.4770
O 0.3617 -2.5367 4.1659
O 1.8540 -1.1777 3.3695
O -0.2199 2.9791 1.9104
O 3.8652 -0.2056 1.2619
O 0.2484 -1.9668 2.1896
O 1.5735 -2.1890 -0.9114
N 0.8631 -1.8549 3.2452
N 0.6003 0.4256 0.7293
C 0.9430 -2.1199 -2.1810
C -2.5680 -1.0411 -0.7571
C 1.4555 -0.7808 -2.6819
C -2.2893 2.9428 0.8883
C -1.5168 3.2870 2.1363
C -3.6845 -0.3896 0.0141
C 4.5434 -1.1836 0.5200
C -1.6517 4.7629 2.4080
C -3.2430 -1.9780 -1.7698
C 1.6108 -3.2891 -2.9069
H -4.1577 -1.6193 -2.2418
H 3.8800 -1.7376 -0.1441
H -2.2649 3.6376 0.0488
H -2.3150 0.2369 -2.0514
H -2.0384 1.9621 0.4843
H 2.5430 -0.7518 -2.6143
H 0.2593 3.7859 2.1132
H -4.3046 -1.2177 0.3573
H -3.3533 0.3237 0.7688
H 1.0664 -4.1796 -2.5927
H 1.3236 0.8823 0.1923
H -0.1445 -2.1492 -2.1132
H 2.6632 -3.4579 -2.6791
H -3.4600 -2.9231 -1.2720
H 3.2750 1.2233 -0.4580
H -1.1694 5.0764 3.3339
H 1.0218 -0.6122 -3.6676
H 5.0572 -1.7865 1.2687
H 0.9235 -0.0286 -2.0994
H -0.0033 -0.0512 0.0747
H -2.7101 -2.1420 -2.7063
H 1.0158 -0.3101 1.2826
H 1.6631 -3.1241 -0.7132
H -3.3283 2.9093 1.2161
H -1.8980 -1.6377 -0.1379
H 2.8362 2.4720 -1.1929
H -2.7068 5.0071 2.5311
H -1.8842 2.7129 2.9869
H 0.1202 1.0911 1.3181
H 3.3522 -0.5577 1.9930
H -1.3364 5.3161 1.5233
H 5.3864 -0.9177 -0.1179
H 1.5205 -3.2266 -3.9914
H -4.3685 0.2228 -0.5734
```


A structure of composition C5H4LiO4 at a distorted geometry. Source: the Open Molecules 2025 dataset; level of theory: ωB97M-V with the def2-TZVPD basis set.

charge = +2
highest occupied orbital energy (spin up / spin down) = -0.691 / -0.673 Eh
energy above the lowest of the compared OMol25 structures with the same formula, charge and spin = 13.19 kJ/mol
DFT total energy = -13617.9733 eV
Kohn-Sham gap (spin up / spin down) = 7.84 / 7.32 eV
2S+1 = 2

```
14
C5H4LiO4 | the Open Molecules 2025 dataset | ωB97M-V with the def2-TZVPD basis set
O 0.5865 -1.8147 0.5435
O -1.6896 -0.1270 2.2471
O -0.3287 0.2256 0.2211
O 1.7193 -0.2151 -0.5020
C 0.7069 -0.7026 0.1160
C 0.5245 2.2719 -1.0252
C 1.3844 2.0268 -1.8450
C -1.5244 -0.0098 1.0001
C -2.1585 -0.4476 -0.0852
Li 0.8683 -3.3548 0.9081
H -1.0146 0.3185 2.7920
H 1.5854 0.6972 -0.8486
H -2.7976 -0.6332 -0.9498
H 2.1381 1.7648 -2.5720
```


The molecule C20H24N2O5S at a distorted geometry. Source: the Open Molecules 2025 dataset; level of theory: ωB97M-V with the def2-TZVPD basis set.

highest occupied orbital energy = -0.315 Eh
energy above the lowest of the compared OMol25 structures with the same formula, charge and spin = 243.87 kJ/mol
DFT total energy = -45181.5559 eV
Kohn-Sham gap = 8.99 eV
2S+1 = 1

```
52
C20H24N2O5S | the Open Molecules 2025 dataset | ωB97M-V with the def2-TZVPD basis set
S 3.1987 1.0125 -1.7505
O 4.2197 1.4234 -2.6642
O -1.3874 -4.2569 0.9103
O 3.5321 0.8568 -0.3677
O -1.4799 2.4218 -0.2318
O -1.6630 4.2822 -2.4399
N -0.8332 -2.8679 2.5886
N 2.5763 -0.4518 -2.3218
C 0.4633 3.6636 -3.0757
C 0.3684 -1.3349 -1.7153
C 2.2625 -1.6485 -0.2695
C -0.5846 3.5101 -2.1664
C -2.7784 4.3474 -1.5758
C -0.3702 -1.5938 3.1113
C 0.7604 1.9017 -0.9808
C -0.4258 -2.0123 -0.8082
C -0.7733 -3.2802 1.3041
C -0.8589 -1.5829 4.5613
C 2.2613 -0.4020 -3.7301
C -1.7036 -3.5477 3.5354
C -2.1135 -2.4525 4.5122
C 1.7214 -1.1347 -1.4475
C 0.1025 -2.4860 0.3868
C 1.7760 2.0794 -1.9011
C -0.4362 2.5966 -1.0975
C 1.6383 2.9459 -2.9631
C 1.4606 -2.3119 0.6366
C -1.3557 1.4495 0.7790
H -2.5374 -4.0042 2.9993
H -1.1442 -4.3415 4.0435
H 2.4456 3.0585 -3.6674
H 3.3137 -1.5123 -0.0799
H -3.4310 5.0995 -2.0184
H -2.4914 4.6600 -0.5704
H 0.9385 1.2140 -0.1715
H -1.0526 -0.5741 4.9197
H -1.4705 -2.1820 -1.0246
H -2.3922 -2.8473 5.4863
H -2.9521 -1.8824 4.1104
H 3.1375 0.0075 -4.2283
H -1.1738 0.4553 0.3568
H -0.0671 -0.9666 -2.6313
H 1.9028 -2.7344 1.5266
H -0.1141 -2.0458 5.2090
H 1.3979 0.2349 -3.9556
H 2.0742 -1.4122 -4.0911
H -0.5556 1.7010 1.4822
H 0.3146 4.3649 -3.8809
H -0.8175 -0.7702 2.5411
H -3.3056 3.3934 -1.5225
H -2.3124 1.4574 1.3003
H 0.7152 -1.5006 3.0475
```


A structure of composition CH4INS at a distorted geometry. Source: the Open Molecules 2025 dataset; level of theory: ωB97M-V with the def2-TZVPD basis set.

highest occupied orbital energy = -0.326 Eh
energy above the lowest of the compared OMol25 structures with the same formula, charge and spin = 278.07 kJ/mol
DFT total energy = -21524.4914 eV
Kohn-Sham gap = 8.31 eV
2S+1 = 1

```
8
CH4INS | the Open Molecules 2025 dataset | ωB97M-V with the def2-TZVPD basis set
I 0.2660 0.7289 1.8877
S 1.3815 1.1594 -1.1587
N 0.5512 0.3546 -2.0116
C -0.9643 -0.4040 0.5853
H 2.2180 0.0939 -0.5679
H -1.9447 -0.3879 0.9473
H -0.5960 -1.3757 0.7846
H -0.9116 -0.1692 -0.4668
```


A cluster of 2 separate species, C4H11NO2 in total at a distorted geometry. Source: the Open Molecules 2025 dataset; level of theory: ωB97M-V with the def2-TZVPD basis set.

highest occupied orbital energy = -0.349 Eh
energy above the lowest of the compared OMol25 structures with the same formula, charge and spin = 145.97 kJ/mol
DFT total energy = -9910.7290 eV
Kohn-Sham gap = 10.30 eV
2S+1 = 1

```
18
C4H11NO2 | the Open Molecules 2025 dataset | ωB97M-V with the def2-TZVPD basis set
O -1.4129 0.7680 -1.2919
O -0.9698 -2.0607 4.3106
N 0.1320 -0.8213 -0.6899
C -0.9150 -1.5384 0.1394
C 1.2687 2.3170 -1.0564
C 0.8981 1.1497 -1.9319
C -0.2673 0.4023 -1.2015
H -1.6344 -1.9668 5.0071
H -0.4223 -2.0798 0.9461
H -1.4294 -2.2247 -0.5444
H 0.5323 -1.5433 -1.2691
H -0.2384 -1.5533 4.6719
H 1.7337 0.5024 -2.1630
H 1.1271 3.2131 -1.7491
H -1.6493 -0.8928 0.6194
H 0.4153 1.2978 -2.9119
H 0.5750 2.5628 -0.2470
H 2.2565 2.4680 -0.6385
```